Record 1
Molecular formula: C33H43N6O6PdTe
Method: DFT, ωB97M-V/def2-TZVPD

Structure (XYZ):
```
90
Properties=species:S:1:pos:R:3:forces:R:3
Pd -0.356 -1.220 -0.005 0.03 0.17 0.08
O 0.785 -1.744 -1.900 0.07 -0.13 -0.04
C 1.417 -3.045 -1.958 0.02 0.05 0.02
C 2.761 -3.065 -1.257 -0.04 -0.01 -0.01
C 2.723 -2.520 0.176 -0.03 -0.01 -0.03
C 1.787 -3.278 1.078 0.07 -0.01 0.00
C 2.243 -4.370 1.806 0.00 -0.02 0.02
C 1.372 -5.069 2.622 0.01 0.02 -0.02
C 0.051 -4.654 2.700 0.00 0.00 0.00
C -0.336 -3.562 1.952 0.01 0.00 0.02
N 0.504 -2.891 1.153 -0.10 0.00 0.01
H 1.403 -1.073 -2.217 -0.04 0.04 0.00
H 1.524 -3.340 -3.002 -0.02 0.00 -0.01
H 0.709 -3.720 -1.477 0.00 -0.01 0.00
H 3.482 -2.481 -1.836 0.02 -0.01 0.00
H 3.120 -4.097 -1.262 0.03 0.01 0.00
H 2.433 -1.469 0.158 0.01 -0.03 0.03
H 3.730 -2.569 0.589 0.00 0.01 0.02
H 3.284 -4.657 1.734 0.00 0.00 -0.01
H 1.719 -5.918 3.195 0.00 0.00 0.00
H -0.665 -5.158 3.332 0.00 0.00 0.00
H -1.349 -3.185 1.996 0.00 -0.01 0.00
C -4.667 -0.668 2.191 0.01 0.01 0.00
N -4.274 -1.391 0.979 0.01 -0.02 0.00
C -5.181 -1.997 0.169 -0.03 0.00 0.00
C -4.812 -2.643 -0.957 0.02 0.00 0.00
C -3.421 -2.664 -1.268 -0.02 -0.01 -0.04
N -2.535 -2.084 -0.465 0.09 0.04 0.08
C -2.945 -1.432 0.647 -0.06 0.02 -0.03
O -2.098 -0.869 1.370 0.02 0.00 0.01
N -2.971 -3.266 -2.371 0.01 0.01 0.03
H -5.746 -0.734 2.298 0.00 0.00 0.00
H -4.364 0.374 2.112 -0.01 0.00 0.00
H -4.181 -1.107 3.059 0.00 -0.01 0.00
H -6.214 -1.928 0.481 0.00 0.00 0.01
H -5.543 -3.117 -1.593 0.00 0.00 0.00
H -3.596 -3.729 -3.007 0.00 0.00 0.00
H -1.988 -3.242 -2.582 0.00 0.00 -0.01
O -2.695 3.146 -0.705 0.00 -0.06 0.01
N -2.670 1.992 -0.461 0.01 -0.04 0.08
O 0.128 1.021 -0.822 -0.02 0.09 -0.03
O -2.948 1.007 -1.071 -0.06 0.07 -0.05
C 2.465 0.817 1.916 0.08 0.10 0.01
C 1.949 1.251 0.580 -0.29 -0.12 0.20
O 2.455 2.081 -0.139 0.09 0.08 0.03
N 0.748 0.595 0.207 0.12 -0.22 -0.31
Te 1.520 2.994 -2.917 0.06 0.05 -0.01
C 2.475 4.635 -3.792 -0.12 -0.08 -0.09
C 2.065 5.089 -5.055 0.09 0.09 0.00
C 0.969 4.453 -5.870 0.01 -0.03 0.02
C 2.737 6.185 -5.583 -0.02 -0.04 0.02
C 3.771 6.819 -4.904 0.01 0.03 -0.01
C 4.470 8.009 -5.492 -0.01 -0.01 -0.01
C 4.158 6.322 -3.662 0.02 -0.02 0.03
C 3.531 5.229 -3.087 -0.02 0.00 -0.02
C 3.960 4.734 -1.733 0.00 0.04 0.02
C -0.448 3.622 -3.125 -0.17 -0.05 0.00
C -0.842 4.921 -2.770 0.06 0.01 -0.02
C 0.066 5.920 -2.105 0.00 -0.02 -0.01
C -2.150 5.296 -3.048 -0.01 0.02 -0.01
C -3.060 4.431 -3.642 0.02 0.00 0.00
C -4.471 4.861 -3.910 -0.01 0.00 0.00
C -2.646 3.135 -3.944 0.01 0.01 0.01
C -1.355 2.705 -3.688 0.01 0.01 0.00
C -0.964 1.294 -4.045 0.00 0.00 0.03
H 2.055 1.497 2.667 0.04 0.01 0.00
H 3.549 0.899 1.936 0.00 -0.01 0.03
H 2.141 -0.189 2.176 -0.01 -0.02 -0.04
H 0.994 3.361 -5.817 0.00 0.01 0.02
H 1.075 4.726 -6.918 0.01 0.02 0.00
H -0.017 4.780 -5.535 -0.02 0.00 -0.01
H 2.451 6.544 -6.565 0.01 0.00 0.00
H 4.165 8.181 -6.522 0.00 0.00 0.00
H 5.551 7.872 -5.470 0.00 0.01 0.00
H 4.244 8.908 -4.917 0.00 0.00 0.01
H 4.975 6.797 -3.131 0.00 0.00 0.00
H 4.921 5.161 -1.453 0.00 0.00 0.00
H 4.062 3.646 -1.703 0.01 -0.01 0.02
H 3.238 5.016 -0.963 0.00 -0.03 0.01
H 0.751 5.448 -1.398 0.01 -0.01 0.00
H -0.527 6.646 -1.551 0.01 0.00 0.00
H 0.663 6.465 -2.838 0.01 0.00 0.00
H -2.470 6.297 -2.782 0.00 0.00 0.01
H -4.563 5.946 -3.914 0.00 0.00 -0.01
H -5.136 4.474 -3.135 0.00 0.00 0.00
H -4.824 4.477 -4.867 0.00 0.00 0.00
H -3.350 2.447 -4.398 0.01 -0.01 0.00
H -1.834 0.743 -4.398 0.00 -0.01 -0.01
H -0.564 0.762 -3.179 0.01 0.01 -0.02
H -0.217 1.271 -4.843 0.00 -0.01 -0.01
```
Forces are in eV/Å.

total charge: +2
E: -2458.5126 hartree
frontier orbital gap (alpha / beta): 8.6 / 6.1 eV
2S+1: 6
relative energy (zero: lowest compared OMol25 entry of this formula, charge and spin): 10.18 kcal/mol
LUMO energy (alpha / beta): -4.344 / -7.124 eV


Record 2
Molecular formula: C8H12N2O7
Method: DFT, ωB97M-V/def2-TZVPD

Structure (XYZ):
```
29
Properties=species:S:1:pos:R:3:forces:R:3
N -2.155 1.947 -0.489 -0.13 -0.52 -1.04
C -2.242 1.086 0.674 0.37 1.89 0.93
C -3.351 0.086 0.714 -0.99 0.30 0.10
C -3.418 -0.758 -0.493 0.68 -2.28 -1.64
O -2.497 -0.991 -1.279 -1.86 0.82 1.28
O -4.621 -1.438 -0.557 0.98 0.91 -0.07
C -0.896 0.464 0.935 0.46 -2.76 1.78
O -0.812 -0.525 1.718 0.17 1.97 -1.71
N 0.137 1.021 0.295 0.06 0.60 -0.38
C 1.491 0.519 0.298 0.45 0.18 0.30
C 1.632 -0.811 -0.442 0.08 -0.22 0.87
C 2.720 -1.702 0.114 0.26 1.53 0.73
O 3.319 -1.505 1.149 -0.34 -0.39 -0.66
O 2.911 -2.745 -0.676 -0.39 -0.22 -0.72
C 2.383 1.595 -0.330 -0.07 1.42 0.46
O 2.108 2.784 -0.444 -0.01 -1.85 0.14
O 3.592 1.135 -0.708 -0.52 0.27 0.15
H -2.261 1.371 -1.333 0.13 0.49 0.31
H -2.801 2.716 -0.524 -0.28 0.00 0.21
H -2.408 1.769 1.545 0.17 -0.48 -0.44
H -4.309 0.624 0.836 0.30 -0.45 0.05
H -3.213 -0.619 1.537 -0.05 0.18 0.15
H -4.609 -2.001 -1.344 0.19 -0.03 -0.01
H -0.071 1.888 -0.209 0.13 -0.51 0.11
H 1.835 0.342 1.347 -0.10 0.23 -0.69
H 1.696 -0.728 -1.515 0.06 0.06 -0.34
H 0.752 -1.377 -0.195 -0.75 -0.26 -0.12
H 3.570 -3.294 -0.267 0.72 -0.63 0.41
H 4.040 1.957 -0.969 0.29 -0.24 -0.15
```
Forces are in eV/Å.

total charge: 0
E: -948.3307 hartree
frontier orbital gap: 10.1 eV
relative energy (zero: lowest compared OMol25 entry of this formula, charge and spin): 1.38 kcal/mol
LUMO energy: 0.560 eV


Record 3
Molecular formula: C17H35N2O2PReSi
Method: DFT, ωB97M-V/def2-TZVPD

Structure (XYZ):
```
59
Properties=species:S:1:pos:R:3:forces:R:3
Re 0.273 -0.138 -0.449 3.25 -1.10 2.92
Si 0.419 -2.055 -1.799 0.69 -2.22 -1.19
P 0.777 1.123 -2.235 0.07 1.34 -3.16
N -1.398 0.366 -0.468 -3.99 1.47 -0.44
H 2.534 1.232 -0.103 -0.28 1.47 -0.54
C 0.982 2.944 -1.998 0.09 -0.26 0.33
H 1.280 3.404 -2.954 -0.12 -0.14 0.38
H 1.757 3.108 -1.237 -0.20 0.16 -0.24
H 0.027 3.368 -1.651 0.36 -0.14 -0.10
C 2.219 0.741 -3.323 -0.09 0.16 0.34
H 2.230 1.485 -4.131 0.10 -0.24 0.12
H 2.128 -0.269 -3.742 0.02 0.26 0.17
H 3.142 0.819 -2.735 -0.15 -0.09 -0.21
C -0.571 1.182 -3.508 0.17 0.01 0.24
H -0.202 1.754 -4.369 -0.15 -0.13 0.12
H -1.443 1.690 -3.074 0.18 -0.22 -0.09
H -0.854 0.170 -3.819 0.07 0.26 0.09
C 2.043 -3.020 -1.961 0.35 -0.11 0.14
H 2.465 -3.263 -0.985 -0.01 0.18 0.10
H 2.818 -2.493 -2.517 0.03 0.21 0.02
H 1.911 -3.975 -2.476 -0.30 0.08 -0.06
H -0.465 -3.086 -1.183 -0.30 0.09 0.12
H -0.014 -2.044 -3.233 -0.26 0.40 0.04
C -2.743 0.342 -0.594 -0.38 -0.19 -0.28
C -5.000 1.175 -0.155 -0.48 -0.11 -0.14
C -3.622 1.279 0.020 0.09 -0.23 -0.08
C -3.337 -0.687 -1.393 0.16 0.13 0.17
C -4.707 -0.765 -1.561 -0.48 -0.18 -0.19
C -5.572 0.159 -0.950 0.80 0.36 0.30
H -5.676 1.902 0.329 0.51 -0.39 -0.26
H -3.190 2.073 0.633 -0.20 -0.14 -0.21
H -2.665 -1.420 -1.850 -0.26 0.25 0.11
H -5.139 -1.566 -2.189 0.35 0.49 0.41
H -6.646 0.104 -1.091 0.16 -0.01 0.04
C 2.933 0.475 0.535 1.35 -0.56 0.69
O 2.178 -0.632 0.356 -1.77 -0.96 -0.23
C 2.912 1.044 1.980 0.24 0.10 0.36
H 3.893 1.288 2.403 0.08 0.09 -0.42
H 2.461 0.431 2.779 -0.13 -0.29 -0.74
H 2.346 1.964 1.925 -0.17 0.46 0.35
C 4.330 0.216 -0.020 -0.52 0.05 0.67
H 4.805 1.185 -0.052 0.76 0.14 -0.29
H 4.170 -0.228 -1.000 0.36 0.08 -0.12
H 4.872 -0.485 0.620 0.08 0.08 -0.09
C -0.944 -0.683 4.928 0.02 -0.71 0.81
N -0.490 -1.174 3.655 0.15 0.75 -1.52
C -0.053 -2.557 3.572 -0.02 -0.63 0.47
C -0.496 -0.396 2.545 0.65 -1.90 -1.37
C -0.804 1.058 2.625 -0.40 0.47 0.52
O -0.209 -0.951 1.426 -0.52 0.53 2.60
H -0.881 -1.522 5.641 -0.06 0.45 -0.24
H -1.972 -0.354 4.889 -0.36 0.08 0.00
H -0.331 0.122 5.300 0.27 0.26 0.17
H 0.263 -2.810 2.560 -0.09 0.18 0.18
H 0.785 -2.724 4.272 -0.27 0.14 -0.31
H -0.875 -3.226 3.884 0.27 0.24 -0.22
H 0.072 1.655 2.346 -0.12 -0.29 -0.10
H -1.627 1.305 1.945 0.31 -0.18 0.03
H -1.099 1.360 3.632 0.08 -0.02 -0.17
```
Forces are in eV/Å.

total charge: 0
E: -1637.7863 hartree
frontier orbital gap (alpha / beta): 6.1 / 6.6 eV
2S+1: 4
relative energy (zero: lowest compared OMol25 entry of this formula, charge and spin): 0.00 kcal/mol
LUMO energy (alpha / beta): 0.480 / -0.730 eV


Record 4
Molecular formula: C3H7ClN2O2
Method: DFT, ωB97M-V/def2-TZVPD

Structure (XYZ):
```
15
Properties=species:S:1:pos:R:3:forces:R:3
C -1.704 1.066 0.112 -1.00 -2.80 0.81
C -0.351 0.623 0.700 -0.95 2.21 1.55
C 1.914 -0.210 -0.851 -2.65 -1.55 0.89
N 0.189 -0.431 -0.055 5.04 2.40 -2.73
N -0.067 -1.679 0.108 -2.67 -0.69 2.31
O -1.089 -1.951 0.758 0.22 0.17 -0.14
O 0.664 -2.504 -0.348 1.46 -1.92 -1.32
Cl 2.723 1.116 -0.100 0.03 -0.59 0.24
H -1.719 0.873 -0.940 0.33 0.40 -0.88
H -2.534 0.310 0.442 1.33 1.80 -0.03
H -1.874 2.092 0.326 -0.65 0.75 0.28
H 0.369 1.512 0.625 -0.84 -1.39 0.03
H -0.503 0.452 1.829 0.57 -0.32 -1.65
H 1.835 0.039 -1.915 -0.73 -0.23 0.46
H 2.148 -1.308 -0.689 0.50 1.75 0.19
```
Forces are in eV/Å.

total charge: 0
E: -838.4950 hartree
frontier orbital gap: 10.5 eV
relative energy (zero: lowest compared OMol25 entry of this formula, charge and spin): 105.67 kcal/mol
LUMO energy: 0.371 eV


Record 5
Molecular formula: C23H39N3O6
Method: DFT, ωB97M-V/def2-TZVPD

Structure (XYZ):
```
71
Properties=species:S:1:pos:R:3:forces:R:3
C -6.571 -0.889 0.574 0.17 0.02 -0.23
C -5.393 -1.523 -0.163 -0.02 -0.03 0.23
C -5.478 -3.045 -0.092 0.07 0.23 -0.19
C -4.068 -1.029 0.437 0.12 -0.04 -0.09
N -3.961 0.412 0.319 -0.32 -0.23 -0.12
C -3.064 1.098 1.064 -0.28 0.54 -0.03
O -2.483 0.588 2.002 0.18 -0.27 0.17
C -2.885 2.583 0.718 0.14 0.11 0.17
C -3.134 2.957 -0.745 -0.07 -0.08 0.03
C -2.211 2.173 -1.692 0.08 -0.05 0.12
C -0.960 1.689 -0.953 0.15 0.18 -0.34
C 0.108 1.204 -1.943 -0.46 -0.12 0.11
N 1.003 0.257 -1.320 0.24 0.32 0.06
C 0.811 -1.065 -1.368 0.48 0.19 0.26
O -0.083 -1.592 -2.019 -0.28 -0.33 -0.28
C 1.775 -1.910 -0.537 -0.03 -0.32 -0.33
C 1.002 -2.663 0.552 -0.11 0.06 -0.01
C 1.007 -1.666 1.710 0.12 -0.06 -0.07
C 2.397 -1.038 1.625 0.07 0.11 0.56
N 2.732 -1.117 0.211 -0.17 -0.05 0.05
C 3.947 -0.808 -0.304 -0.12 0.09 -0.02
O 4.236 -0.992 -1.465 0.21 -0.06 -0.25
O 4.724 -0.243 0.637 -0.14 -0.07 0.12
C 6.070 0.180 0.312 0.64 0.20 -0.19
C 6.905 -1.014 -0.149 -0.31 0.08 0.01
C 6.039 1.272 -0.757 -0.19 -0.25 0.10
C 6.611 0.735 1.630 -0.32 -0.20 -0.29
C -0.466 2.801 -0.030 -0.10 -0.23 0.05
C -1.466 3.021 1.116 0.02 -0.01 0.13
C -2.867 -1.679 -0.261 -0.08 0.06 0.44
O -2.225 -2.583 0.204 0.00 -0.27 0.16
O -2.607 -1.103 -1.424 0.02 0.14 -0.60
H -6.578 -1.210 1.613 -0.02 -0.03 0.16
H -6.510 0.196 0.552 -0.08 0.09 0.05
H -7.508 -1.193 0.113 -0.11 -0.02 -0.01
H -5.418 -1.215 -1.215 0.01 0.00 0.00
H -5.413 -3.378 0.941 0.01 -0.07 0.14
H -6.422 -3.387 -0.509 -0.08 -0.05 -0.02
H -4.667 -3.508 -0.648 0.05 -0.14 -0.04
H -4.007 -1.287 1.500 0.01 -0.04 -0.21
H -4.293 0.804 -0.546 0.09 0.11 0.03
H -3.606 3.113 1.352 0.04 -0.08 -0.03
H -2.928 4.025 -0.837 -0.10 0.01 0.01
H -4.182 2.820 -1.020 -0.04 0.09 -0.03
H -2.722 1.308 -2.116 0.02 0.01 -0.06
H -1.912 2.816 -2.523 0.01 0.01 -0.08
H -1.226 0.828 -0.334 0.08 -0.04 -0.10
H 0.687 2.042 -2.336 -0.04 -0.02 -0.04
H -0.377 0.684 -2.773 0.09 0.11 0.00
H 1.750 0.605 -0.740 -0.01 -0.16 -0.04
H 2.296 -2.578 -1.231 -0.13 0.12 0.06
H -0.005 -2.928 0.236 0.09 -0.05 -0.04
H 1.539 -3.570 0.828 0.07 -0.02 -0.04
H 0.833 -2.146 2.669 -0.04 0.05 0.06
H 0.231 -0.915 1.562 -0.07 0.05 0.02
H 2.421 -0.001 1.967 0.00 -0.09 0.06
H 3.130 -1.603 2.211 -0.07 0.07 0.01
H 6.510 -1.410 -1.080 0.06 -0.03 -0.03
H 6.884 -1.798 0.605 0.04 -0.07 0.09
H 7.934 -0.702 -0.305 0.13 0.05 0.02
H 7.047 1.635 -0.938 0.12 0.07 0.02
H 5.634 0.875 -1.684 0.03 0.04 -0.05
H 5.419 2.103 -0.427 -0.03 0.11 0.04
H 7.630 1.085 1.494 0.11 0.04 -0.03
H 6.600 -0.039 2.393 0.03 -0.08 0.10
H 5.993 1.562 1.970 -0.04 0.12 0.04
H 0.512 2.549 0.384 0.10 0.05 0.00
H -0.350 3.717 -0.615 0.09 0.03 -0.08
H -1.468 4.072 1.407 -0.05 0.01 0.03
H -1.173 2.432 1.987 -0.01 0.12 -0.03
H -1.736 -1.415 -1.797 -0.11 -0.02 0.28
```
Forces are in eV/Å.

total charge: 0
E: -1515.6624 hartree
frontier orbital gap: 9.9 eV
relative energy (zero: lowest compared OMol25 entry of this formula, charge and spin): 0.00 kcal/mol
LUMO energy: 0.574 eV